[1]
152
Properties=species:S:1:pos:R:3 method="wB97M-V/def2-TZVPD" multiplicity=1 e_lumo_ev=-4.56 largest_force_ev_per_a=5.40 total_charge=+1 homo_lumo_gap_ev=6.296
C 3.262 5.335 2.252
C 3.105 4.509 0.814
N 2.894 3.025 0.988
C 1.458 2.595 0.805
C 1.162 2.325 -0.816
F 2.226 1.415 -1.383
F 1.287 3.594 -1.628
C -0.367 1.775 -1.106
C -1.282 3.009 -1.713
Si -3.174 2.617 -1.808
C -3.545 0.812 -2.427
C -3.885 3.805 -3.201
C -4.155 3.087 -0.195
C -3.575 3.997 1.040
C -4.430 4.342 2.425
C -5.967 3.752 2.512
C -6.611 2.870 1.274
C -5.711 2.521 -0.057
C 0.338 3.547 1.526
N 0.471 3.401 3.055
C -0.121 1.999 3.308
N -0.854 1.867 4.473
N 0.071 0.868 2.282
C 0.191 -0.480 3.005
C -1.194 -1.359 3.009
C -0.931 -2.682 2.027
Br -2.654 -3.558 1.428
C 1.352 1.080 1.507
H 3.449 4.631 3.168
H 2.260 5.931 2.491
H 4.206 6.064 2.201
H 2.271 5.071 0.216
H 4.129 4.664 0.247
H 3.245 2.817 1.968
H -0.277 0.878 -1.887
H -0.923 1.365 -0.162
H -0.939 3.220 -2.837
H -1.180 3.993 -1.046
H -2.549 0.200 -2.533
H -3.995 0.889 -3.528
H -4.309 0.250 -1.735
H -5.072 3.696 -3.157
H -3.640 4.902 -2.807
H -3.437 3.579 -4.259
H -2.498 4.449 0.978
H -3.911 4.984 3.282
H -6.571 3.989 3.491
H -7.717 2.496 1.364
H -6.157 1.896 -0.949
H 0.349 4.676 1.177
H -0.766 3.162 1.284
H 1.501 3.408 3.239
H -1.788 1.403 4.511
H -0.433 2.192 5.380
H 0.604 -0.301 4.086
H 1.005 -1.129 2.435
H -1.430 -1.763 4.106
H -2.094 -0.738 2.589
H -0.337 -2.326 1.067
H -0.214 -3.453 2.577
H 2.241 0.909 2.285
H 1.436 0.209 0.730
C 0.716 -3.195 -3.152
C -0.011 -3.563 -1.875
O -0.477 -2.389 -1.226
H 1.562 -2.535 -2.936
H 1.085 -4.089 -3.662
H 0.053 -2.650 -3.831
H 0.662 -4.088 -1.189
H -0.867 -4.213 -2.083
H -1.080 -1.935 -1.839
C -4.485 -0.613 6.856
C -3.471 -1.581 6.283
O -2.225 -0.925 6.099
H -4.618 0.245 6.189
H -5.453 -1.102 7.000
H -4.143 -0.218 7.818
H -3.806 -1.956 5.311
H -3.323 -2.435 6.950
H -1.932 -0.603 6.968
C 5.984 2.050 -1.486
C 6.438 2.508 -0.116
O 7.815 2.211 0.064
H 6.145 0.974 -1.605
H 4.924 2.268 -1.639
H 6.563 2.547 -2.272
H 5.873 1.993 0.667
H 6.293 3.586 0.006
H 8.309 2.679 -0.631
C -1.963 -8.188 -2.302
C -1.546 -6.955 -3.078
O -2.645 -6.064 -3.200
H -2.792 -8.696 -2.805
H -1.128 -8.887 -2.203
H -2.315 -7.915 -1.302
H -1.216 -7.230 -4.084
H -0.726 -6.434 -2.575
H -2.926 -5.820 -2.301
C -9.616 -0.778 2.150
C -9.162 -0.320 3.520
O -7.785 -0.618 3.700
H -9.455 -1.855 2.031
H -10.676 -0.560 1.997
H -9.037 -0.282 1.364
H -9.727 -0.835 4.303
H -9.307 0.757 3.642
H -7.291 -0.150 3.005
C 4.920 -4.802 -1.097
C 3.568 -4.617 -0.440
O 2.823 -5.823 -0.514
H 4.801 -5.095 -2.146
H 5.505 -3.879 -1.052
H 5.484 -5.601 -0.605
H 2.999 -3.832 -0.948
H 3.678 -4.336 0.612
H 3.333 -6.511 -0.053
C 0.462 -3.655 -7.470
C 0.685 -4.883 -6.613
O 2.077 -5.124 -6.464
H 0.918 -3.786 -8.457
H -0.606 -3.457 -7.599
H 0.931 -2.775 -7.017
H 0.234 -5.763 -7.080
H 0.243 -4.754 -5.620
H 2.467 -4.340 -6.041
C 9.965 5.567 0.281
C 10.718 4.592 -0.600
O 10.691 5.037 -1.949
H 8.926 5.664 -0.052
H 9.972 5.236 1.323
H 10.412 6.565 0.225
H 10.255 3.602 -0.559
H 11.760 4.499 -0.282
H 11.112 5.914 -1.976
C 0.795 8.902 5.794
C 1.611 8.396 4.623
O 1.475 6.987 4.509
H 1.121 8.426 6.725
H 0.892 9.986 5.899
H -0.264 8.654 5.665
H 2.670 8.627 4.767
H 1.281 8.858 3.687
H 0.531 6.794 4.373
C -0.743 -9.754 -7.369
C -1.470 -10.123 -6.092
O -1.936 -8.949 -5.443
H 0.103 -9.094 -7.153
H -0.374 -10.648 -7.879
H -1.407 -9.210 -8.049
H -0.798 -10.647 -5.407
H -2.326 -10.772 -6.301
H -2.539 -8.494 -6.057


[2]
176
Properties=species:S:1:pos:R:3 method="wB97M-V/def2-TZVPD" multiplicity=2 e_lumo_ev="1.35 / 1.35" s_squared=0.753 largest_force_ev_per_a=4.61 total_charge=-1 homo_lumo_gap_ev="1.471 / 7.864"
C -2.861 2.647 -2.120
C -3.214 3.615 -0.979
O -4.559 3.389 -0.789
P -5.660 4.534 -1.168
O -5.480 5.096 -2.538
O -5.578 5.665 0.064
C -6.253 6.884 -0.075
C -7.705 6.741 0.339
O -7.064 3.762 -0.850
C -7.784 3.190 -1.940
C -8.887 4.203 -2.287
H -3.042 1.583 -1.965
H -3.485 2.937 -2.965
H -1.829 2.809 -2.432
H -2.612 3.308 -0.124
H -2.998 4.671 -1.138
H -5.660 7.534 0.568
H -6.227 7.108 -1.141
H -8.189 6.085 -0.384
H -7.847 6.296 1.324
H -8.233 7.694 0.386
H -7.162 3.023 -2.819
H -8.199 2.208 -1.712
H -8.509 5.117 -2.744
H -9.432 3.705 -3.090
H -9.656 4.287 -1.519
C 0.697 1.761 -0.496
C -0.042 0.383 -0.625
O 0.178 -0.421 0.555
P 0.055 -2.019 0.485
O 0.735 -2.616 -0.712
O 0.572 -2.582 1.931
C 1.952 -2.638 2.184
C 2.401 -1.472 3.005
O -1.545 -2.181 0.460
C -2.185 -3.401 0.404
C -3.607 -3.126 0.007
H 1.779 1.688 -0.381
H 0.446 2.366 -1.367
H 0.302 2.322 0.351
H -1.126 0.440 -0.728
H 0.319 -0.063 -1.552
H 2.056 -3.599 2.687
H 2.491 -2.722 1.240
H 3.466 -1.242 2.969
H 2.009 -0.542 2.593
H 1.994 -1.488 4.016
H -1.779 -4.091 -0.336
H -2.164 -3.901 1.372
H -3.675 -2.324 -0.728
H -4.239 -3.918 -0.395
H -4.226 -2.845 0.860
C 4.044 -7.746 3.194
C 3.028 -6.900 3.971
O 1.793 -7.559 3.641
P 0.623 -6.688 2.918
O -0.644 -7.471 2.746
O 0.482 -5.343 3.828
C -0.805 -5.023 4.449
C -0.845 -3.517 4.713
O 1.305 -6.125 1.555
C 1.377 -6.964 0.375
C 1.049 -6.054 -0.800
H 5.067 -7.374 3.247
H 4.027 -8.815 3.404
H 3.814 -7.731 2.128
H 3.269 -7.039 5.025
H 3.107 -5.865 3.639
H -1.622 -5.334 3.799
H -0.955 -5.728 5.267
H -1.547 -3.167 5.471
H 0.142 -3.243 5.086
H -0.946 -2.904 3.817
H 2.355 -7.440 0.304
H 0.649 -7.775 0.361
H 1.722 -5.203 -0.696
H 1.293 -6.569 -1.729
H 0.015 -5.733 -0.927
C 1.175 -3.998 -4.409
C 2.430 -3.795 -3.592
O 2.826 -2.459 -3.647
P 3.896 -1.850 -4.711
O 5.157 -2.630 -4.904
O 2.989 -1.559 -6.063
C 3.586 -0.824 -7.162
C 2.702 0.375 -7.604
O 4.228 -0.283 -4.280
C 5.038 -0.025 -3.183
C 4.059 0.315 -2.033
H 0.831 -5.032 -4.389
H 0.396 -3.269 -4.187
H 1.345 -3.885 -5.480
H 2.323 -3.887 -2.511
H 3.204 -4.497 -3.904
H 4.573 -0.476 -6.857
H 3.762 -1.458 -8.031
H 1.642 0.122 -7.618
H 2.879 1.259 -6.991
H 3.115 0.756 -8.538
H 5.606 -0.926 -2.954
H 5.763 0.776 -3.332
H 3.377 -0.534 -1.984
H 4.542 0.534 -1.081
H 3.500 1.190 -2.366
C -0.939 3.722 -6.888
C -2.416 3.423 -6.786
O -2.715 2.445 -5.882
P -2.821 0.884 -6.244
O -2.073 0.451 -7.436
O -4.432 0.575 -6.327
C -5.231 1.147 -5.338
C -6.262 2.076 -5.984
O -2.389 0.154 -4.889
C -1.207 -0.561 -4.795
C -0.087 0.431 -4.924
H -0.712 4.308 -7.779
H -0.493 4.265 -6.054
H -0.499 2.741 -7.068
H -2.831 4.321 -6.329
H -2.967 3.306 -7.719
H -5.759 0.340 -4.830
H -4.694 1.746 -4.602
H -6.983 2.398 -5.232
H -5.754 2.950 -6.391
H -6.864 1.608 -6.763
H -1.033 -1.065 -3.844
H -1.162 -1.233 -5.651
H 0.760 0.076 -4.338
H 0.203 0.497 -5.973
H -0.290 1.467 -4.652
C 4.930 2.107 3.571
C 4.527 2.863 4.847
O 5.577 3.427 5.542
P 5.269 4.381 6.800
O 3.920 4.957 6.786
O 5.774 3.444 8.056
C 5.007 2.372 8.545
C 3.775 2.830 9.434
O 6.462 5.451 6.812
C 6.580 6.461 7.817
C 7.605 5.852 8.758
H 4.119 1.477 3.205
H 5.141 2.776 2.737
H 5.666 1.352 3.849
H 3.782 3.595 4.533
H 4.055 2.203 5.575
H 4.543 1.857 7.703
H 5.612 1.605 9.029
H 3.177 3.521 8.840
H 3.079 2.033 9.695
H 3.980 3.455 10.303
H 6.955 7.327 7.272
H 5.683 6.755 8.363
H 7.035 5.224 9.443
H 8.382 5.355 8.177
H 7.997 6.704 9.313
C 1.695 5.185 -0.036
Cl 3.102 4.053 -0.059
Cl 0.748 5.217 -1.590
Cl 2.403 6.748 0.293
H 1.051 4.930 0.805
C 6.236 -2.810 4.688
Cl 5.830 -4.511 5.147
Cl 5.073 -1.882 5.671
Cl 6.045 -2.514 2.950
H 7.260 -2.580 4.984
C -5.439 -3.317 4.281
Cl -4.548 -4.373 3.184
Cl -4.377 -2.155 5.055
Cl -6.401 -4.217 5.501
H -6.172 -2.725 3.732
C -7.348 -4.236 -1.779
Cl -7.238 -5.940 -1.995
Cl -9.045 -3.808 -2.180
Cl -6.179 -3.473 -2.857
H -7.151 -3.937 -0.750


[3]
164
Properties=species:S:1:pos:R:3 method="wB97M-V/def2-TZVPD" multiplicity=2 e_lumo_ev="0.04 / -1.62" s_squared=0.831 largest_force_ev_per_a=5.89 total_charge=-1 homo_lumo_gap_ev="6.918 / 5.229"
C -0.017 0.380 0.297
C -0.521 0.090 1.553
C -0.958 -1.283 1.975
O -1.190 -1.696 3.175
C -0.881 -2.326 1.069
C -0.521 -2.091 -0.368
C 0.123 -0.681 -0.746
O 0.737 -0.607 -1.817
O -0.684 -3.033 -1.235
O -0.774 1.126 2.314
H 0.105 1.423 0.044
H -1.044 -3.339 1.405
C 3.893 -5.151 3.996
O 3.521 -3.904 3.527
C 3.198 -3.889 2.128
C 2.320 -2.632 1.929
N 3.166 -1.539 2.387
C 2.507 -0.235 2.673
C 3.409 0.650 3.413
O 3.554 0.198 4.795
C 4.510 0.745 5.600
H 4.075 -5.225 5.068
H 4.749 -5.500 3.418
H 3.153 -5.902 3.720
H 2.533 -4.717 1.882
H 4.031 -4.058 1.445
H 1.442 -2.530 2.567
H 2.155 -2.460 0.866
H 3.504 -1.997 3.221
H 1.607 -0.105 3.274
H 2.318 0.195 1.690
H 3.072 1.669 3.222
H 4.406 0.570 2.978
H 5.486 0.394 5.265
H 4.500 0.352 6.616
H 4.551 1.827 5.724
C 0.819 9.393 -3.748
O 1.656 8.262 -3.543
C 0.762 7.159 -3.308
C 1.625 5.930 -3.390
N 2.425 5.661 -2.179
C 3.257 4.451 -2.336
C 4.177 4.144 -1.176
O 3.398 4.009 0.005
C 3.006 2.671 0.254
H 1.493 10.245 -3.834
H 0.217 9.579 -2.858
H 0.126 9.429 -4.589
H -0.014 7.008 -4.058
H 0.297 7.314 -2.334
H 2.301 6.014 -4.242
H 0.924 5.115 -3.568
H 1.832 5.562 -1.368
H 3.964 4.496 -3.164
H 2.612 3.601 -2.559
H 4.759 5.039 -0.957
H 4.765 3.235 -1.303
H 3.783 1.957 0.527
H 2.398 2.259 -0.552
H 2.266 2.646 1.054
C -1.529 4.214 0.142
O -1.683 4.538 -1.258
C -1.593 3.547 -2.232
C -2.255 2.172 -1.959
N -3.624 2.296 -1.472
C -4.618 2.707 -2.462
C -5.967 3.048 -1.740
O -5.910 4.361 -1.206
C -7.129 4.689 -0.523
H -0.578 3.695 0.260
H -2.276 3.588 0.631
H -1.505 5.066 0.821
H -0.545 3.349 -2.458
H -2.112 3.999 -3.077
H -1.559 1.580 -1.364
H -2.168 1.776 -2.971
H -3.690 2.996 -0.746
H -4.875 1.898 -3.146
H -4.244 3.447 -3.170
H -6.376 2.350 -1.010
H -6.688 2.986 -2.555
H -7.180 5.686 -0.085
H -7.333 3.938 0.240
H -7.910 4.782 -1.277
C -0.927 4.121 5.845
C -0.505 4.001 4.341
O -1.537 3.938 3.328
O -1.575 3.007 6.323
H -1.624 4.939 6.029
H -0.045 4.283 6.465
H 0.192 3.195 4.111
H 0.090 4.892 4.145
H -1.231 3.286 2.694
H -1.461 2.853 7.264
C -3.849 -4.099 4.247
C -3.332 -3.432 5.579
O -1.886 -3.599 5.581
O -3.798 -3.290 3.055
H -4.888 -4.376 4.425
H -3.385 -5.083 4.180
H -3.777 -4.035 6.371
H -3.615 -2.429 5.897
H -1.543 -3.071 4.856
H -2.905 -2.955 2.945
C 0.509 -6.913 1.039
C -0.013 -6.303 2.305
O -0.134 -7.267 3.281
O -0.536 -7.440 0.191
H 1.320 -7.607 1.260
H 1.128 -6.179 0.524
H -0.965 -5.834 2.057
H 0.496 -5.433 2.720
H -0.385 -6.868 4.117
H -1.105 -6.754 -0.166
C 1.685 1.367 -4.625
C 1.153 -0.060 -5.043
O -0.181 -0.359 -4.469
O 2.340 1.177 -3.372
H 0.861 2.052 -4.426
H 2.361 1.728 -5.400
H 1.901 -0.815 -4.801
H 1.013 -0.093 -6.124
H -0.026 -0.512 -3.534
H 1.715 0.707 -2.814
C -2.278 -5.794 -2.191
C -3.036 -4.766 -2.863
O -2.269 -3.634 -3.217
O -2.027 -5.393 -0.852
H -1.310 -6.067 -2.612
H -2.851 -6.721 -2.221
H -3.944 -4.498 -2.324
H -3.309 -5.146 -3.847
H -1.838 -3.310 -2.422
H -1.619 -4.526 -0.794
C 4.977 -1.055 -2.288
C 4.120 -1.390 -1.029
O 4.536 -0.702 0.136
O 4.884 0.250 -2.730
H 4.584 -1.723 -3.054
H 6.015 -1.274 -2.035
H 4.186 -2.440 -0.745
H 3.068 -1.221 -1.257
H 3.960 -0.840 0.892
H 3.975 0.490 -2.920
C -4.285 -0.801 -0.172
C -4.700 -0.942 -1.635
O -3.756 -0.289 -2.499
O -4.779 0.458 0.372
H -3.203 -0.888 -0.077
H -4.631 -1.620 0.460
H -5.692 -0.498 -1.714
H -4.656 -1.955 -2.036
H -3.552 0.557 -2.094
H -4.336 1.129 -0.152
C 1.902 -3.502 -3.299
C 1.953 -4.643 -2.259
O 1.765 -4.149 -0.957
O 0.665 -2.945 -3.593
H 2.380 -3.848 -4.215
H 2.491 -2.630 -3.014
H 2.967 -5.043 -2.250
H 1.251 -5.445 -2.485
H 0.861 -3.827 -0.949
H 0.462 -2.702 -2.686